(1)
Density functional theory data (the ωB97M-V functional and the def2-TZVPD basis) for 2 unconnected molecules or ions with the total composition C5H13NO.

Each line ends with the Mulliken charge.
Cartesian coordinates (Å):
C1 -0.25886 -2.04751 -0.84839  -1.358
N1 -2.18599 0.22154 -0.27575  -0.575
C2 -0.77093 0.35127 -0.28121  1.033
C3 0.11578 -0.65439 -0.38657  0.597
C4 1.60827 -0.45032 -0.41834  -1.403
C5 -0.43583 1.80029 -0.02698  -1.832
H1 -1.32520 -1.89577 -1.09924  0.282
H2 -0.31507 -2.81956 -0.08304  0.300
H3 0.33409 -2.43315 -1.66791  0.350
H4 -2.57018 -0.67950 -0.50257  0.156
H5 -2.60067 0.72098 0.49282  0.194
H6 2.05359 -1.27885 0.17227  0.340
H7 1.86303 0.56334 -0.11753  0.174
H8 2.07713 -0.65972 -1.38419  0.413
H9 -0.21306 2.09901 0.99123  0.462
H10 0.49280 2.15689 -0.48798  0.453
H11 -1.25051 2.31317 -0.54161  0.429
H12 1.50400 1.36298 1.64230  0.276
H13 0.63469 0.29549 2.32197  0.361
O1 1.24292 1.03380 2.50072  -0.652

Summary:
Kohn-Sham gap: 8.87 eV
Lowest unoccupied orbital energy: 0.833 eV
HOMO level: -8.0 eV
Structure (SMILES): CC(C)=C(C)N.O
ΔE to the lowest compared entry with this formula, charge and spin: 1.546 eV
2S+1: 1

=====

(2)
Density functional theory data (the ωB97M-V functional and the def2-TZVPD basis) for a molecular structure, C24H32Cl4N2O5P2Ru.

Each line ends with the Mulliken charge.
Cartesian coordinates (Å):
Ru1 -0.32399 0.57932 0.11551  1.237
C1 -5.39338 0.60040 0.03004  -0.981
N1 -4.65175 -0.04418 1.10776  0.168
C2 -5.44545 -0.56746 2.21191  -1.020
C3 -3.31860 -0.05629 1.09018  0.536
O1 -2.65818 0.38298 0.14300  -0.454
C4 -2.60798 -0.66467 2.29299  -1.012
O2 -1.25515 -0.26177 2.26766  -0.303
C5 -0.34815 -1.23391 2.73279  -1.301
C6 -0.06379 -2.22217 1.59767  0.632
O3 -0.44120 -1.92624 0.45919  -0.715
N2 0.59056 -3.35320 1.88171  0.312
C7 0.83455 -4.33946 0.83812  -1.056
C8 1.07411 -3.70003 3.21001  -1.070
H1 -6.00032 -0.13568 -0.49784  0.331
H2 -6.04787 1.36565 0.44810  0.374
H3 -4.69686 1.06286 -0.66000  0.250
H4 -6.40525 -0.89247 1.81628  0.347
H5 -4.97303 -1.43146 2.67246  0.381
H6 -5.62680 0.19486 2.97252  0.316
H7 -3.06565 -0.32831 3.22585  0.574
H8 -2.70093 -1.75469 2.22716  0.466
H9 0.56567 -0.69691 2.99690  0.560
H10 -0.73641 -1.73622 3.62138  0.672
H11 0.43584 -3.97409 -0.10226  0.250
H12 1.90661 -4.51737 0.73740  0.377
H13 0.35017 -5.28148 1.09917  0.366
H14 1.13441 -2.82869 3.85452  0.394
H15 0.43495 -4.45092 3.67878  0.311
H16 2.07823 -4.11393 3.11989  0.363
C9 3.15999 -1.24246 0.49095  -1.686
P1 2.11146 -0.08921 -0.45891  1.442
C10 3.17683 1.39081 -0.56888  -1.312
C11 2.13700 -0.72736 -2.17383  0.027
C12 3.23989 -1.43055 -2.65978  -0.774
C13 3.27440 -1.88894 -3.96590  -0.801
C14 2.20432 -1.64006 -4.81372  -0.836
C15 1.10717 -0.93787 -4.34578  -0.659
C16 1.05403 -0.48086 -3.02916  0.169
P2 -0.39500 0.45328 -2.42359  1.430
C17 -1.82884 -0.37126 -3.18396  -1.382
C18 -0.28381 2.03875 -3.31254  -1.396
H17 4.18887 -1.27579 0.13299  0.649
H18 2.72707 -2.24176 0.45474  0.369
H19 3.16680 -0.89553 1.52606  0.417
H20 4.12790 1.16022 -1.05006  0.535
H21 3.35977 1.76939 0.43797  0.325
H22 2.66681 2.16702 -1.14195  0.276
H23 4.08821 -1.62477 -2.01589  0.299
H24 4.13757 -2.43474 -4.32330  0.422
H25 2.22631 -1.99010 -5.83719  0.416
H26 0.28015 -0.74495 -5.01807  0.300
H27 -1.79020 -0.36381 -4.27298  0.506
H28 -2.72395 0.15720 -2.85494  0.334
H29 -1.88553 -1.39828 -2.82434  0.395
H30 -0.26608 1.88686 -4.39262  0.462
H31 0.62350 2.55973 -3.00719  0.336
H32 -1.13277 2.66075 -3.03000  0.415
Cl1 3.17149 5.90415 3.12060  -0.165
C19 2.08067 4.99148 2.17136  0.415
C20 1.34516 5.64522 1.12722  0.467
Cl2 1.58110 7.31887 0.86627  -0.163
C21 0.47353 4.93916 0.34081  0.115
Cl3 -0.40858 5.68331 -0.93152  -0.172
C22 0.27465 3.54104 0.53821  0.139
O4 -0.51533 2.85430 -0.16997  -0.758
C23 1.02338 2.87585 1.60900  -0.442
O5 0.85636 1.63410 1.78049  -0.294
C24 1.91925 3.65024 2.39886  0.056
Cl4 2.80208 2.82214 3.62172  -0.180

Summary:
Kohn-Sham gap (spin up / spin down): 7.36 / 6.58 eV
Lowest unoccupied orbital energy (spin up / spin down): -1.936 / -3.941 eV
<S²>: 8.78
HOMO level (spin up / spin down): -9.3 / -10.5 eV
Total charge: +1
ΔE to the lowest compared entry with this formula, charge and spin: 0.000 eV
2S+1: 6

=====

(3)
Density functional theory data (the ωB97M-V functional and the def2-TZVPD basis) for 2 unconnected molecules or ions with the total composition C32H36ClN3O4.

Each line ends with the Mulliken charge.
Cartesian coordinates (Å):
C1 -3.68751 3.97863 -1.99734  -0.784
C2 -2.39066 4.59721 -2.46740  -0.314
O1 -1.34397 3.91925 -1.70601  -0.201
C3 -0.08333 4.38939 -1.85338  0.260
C4 0.88132 3.54606 -1.10197  -0.255
N1 2.13671 3.77295 -1.27329  -0.207
C5 3.18343 3.07474 -0.94586  -0.525
C6 4.52062 3.56149 -1.23780  0.543
C7 5.68441 2.74410 -1.22112  -0.557
C8 6.93847 3.30266 -1.46651  -0.546
C9 7.04555 4.68460 -1.72744  0.444
Cl1 8.57350 5.36528 -2.02342  -0.222
C10 5.90807 5.50861 -1.74861  -0.605
C11 4.65032 4.93570 -1.54300  -0.387
O2 0.23212 5.36388 -2.51234  -0.628
H1 -4.48274 4.21455 -2.70049  0.451
H2 -3.62237 2.89235 -1.88090  -0.096
H3 -3.96340 4.40128 -1.02249  0.281
H4 -2.23061 4.42519 -3.54472  0.300
H5 -2.37959 5.68033 -2.26277  0.332
H6 0.47097 2.78874 -0.40183  0.429
H7 3.06609 2.08998 -0.46838  0.319
H8 5.57139 1.66989 -1.03712  0.367
H9 7.84246 2.69406 -1.47188  0.374
H10 6.01296 6.58047 -1.93102  0.371
H11 3.73740 5.52707 -1.59065  0.437
C12 -7.23028 0.74112 2.75277  -0.737
C13 -6.04216 0.89271 1.80741  -0.399
N2 -5.72880 -0.44055 1.30297  0.206
C14 -4.47586 -0.60142 0.66238  -0.330
C15 -3.99059 0.36647 -0.24236  0.052
C16 -2.71173 0.26285 -0.73942  -0.789
C17 -1.87381 -0.82504 -0.34799  0.811
C18 -0.54771 -0.82840 -0.82327  -0.593
C19 0.49271 -1.66085 -0.35711  0.679
C20 0.54852 -2.15625 0.97522  -1.285
C21 1.59637 -2.95379 1.38290  0.013
C22 2.61528 -3.29793 0.47140  -0.004
N3 3.72207 -4.08148 0.86409  0.224
C23 4.37476 -3.71505 2.11783  -0.356
C24 5.59716 -4.60228 2.34288  -0.716
O3 5.26138 -5.99018 2.25317  -0.350
C25 4.76793 -6.33268 0.95799  -0.603
C26 3.55451 -5.50449 0.55524  -0.426
C27 2.52847 -2.87659 -0.87703  -0.466
C28 1.53522 -2.01264 -1.26841  -1.002
C29 -2.42827 -1.87029 0.47317  -0.962
C30 -3.71697 -1.75162 0.96094  -0.346
C31 -6.84197 -1.02086 0.55735  -0.394
C32 -8.06644 -1.08915 1.45933  -0.634
O4 -8.35834 0.14030 2.11888  -0.352
H12 -6.91839 0.17153 3.64880  0.340
H13 -7.60402 1.72888 3.05737  0.345
H14 -6.30616 1.57538 0.97873  0.297
H15 -5.17810 1.29303 2.35306  0.436
H16 -4.64591 1.19013 -0.54569  0.274
H17 -2.30206 1.02932 -1.41489  0.086
H18 -0.33469 -0.16290 -1.65975  0.416
H19 -0.23750 -1.90155 1.69009  0.688
H20 1.64693 -3.35877 2.39207  0.404
H21 4.68713 -2.65840 2.04618  0.334
H22 3.68581 -3.82366 2.97674  0.289
H23 6.39507 -4.31009 1.62859  0.349
H24 5.93966 -4.50103 3.38140  0.338
H25 5.53931 -6.23867 0.17189  0.334
H26 4.44957 -7.37249 1.08356  0.318
H27 2.67687 -5.91511 1.09462  0.281
H28 3.37807 -5.59113 -0.52864  0.335
H29 3.29875 -3.20544 -1.57743  0.430
H30 1.50014 -1.61395 -2.28327  0.418
H31 -1.83162 -2.74424 0.72137  0.656
H32 -4.15694 -2.49909 1.62371  0.473
H33 -7.07418 -0.39164 -0.32601  0.285
H34 -6.55452 -2.02611 0.22472  0.412
H35 -8.96334 -1.26446 0.85267  0.317
H36 -7.94291 -1.90994 2.18749  0.323

Summary:
Kohn-Sham gap: 2.36 eV
Lowest unoccupied orbital energy: -2.908 eV
HOMO level: -5.3 eV
ΔE to the lowest compared entry with this formula, charge and spin: 0.194 eV
2S+1: 1

=====

(4)
Density functional theory data (the ωB97M-V functional and the def2-TZVPD basis) for a molecular structure, C25H33Cl2F5InN2O6PSTe2.

Each line ends with the Mulliken charge.
Cartesian coordinates (Å):
In1 -0.41080 -0.21310 -0.27260  0.954
Cl1 -2.16600 1.33860 1.98520  -0.024
C1 -1.86930 2.90450 1.20480  -0.435
Cl2 -1.50190 2.66090 -0.51390  -0.040
H1 -1.01830 3.38330 1.68920  0.372
H2 -2.77970 3.49960 1.27610  0.378
C2 8.72380 -3.54700 0.65690  -1.024
C3 7.56300 -3.20420 -0.26810  -0.684
N1 6.25380 -3.48580 0.30230  0.277
C4 5.67220 -4.78790 0.05830  -0.354
C5 6.18310 -5.88630 0.99310  -1.248
C6 5.69840 -2.52050 1.07680  0.071
O1 6.28730 -1.51210 1.39660  -0.611
C7 4.24380 -2.74200 1.42850  -0.170
C8 3.76460 -2.96830 2.72410  -0.207
C9 2.39590 -3.19810 2.89530  -0.974
C10 1.55180 -3.26120 1.81560  0.078
N2 2.02890 -3.00150 0.56680  0.707
C11 3.34910 -2.69220 0.39020  -0.179
H3 9.65110 -3.19020 0.21890  0.375
H4 8.80330 -4.61690 0.82280  0.256
H5 8.58070 -3.05340 1.61360  0.299
H6 7.63540 -3.75440 -1.20930  0.361
H7 7.59090 -2.13140 -0.47310  0.387
H8 5.88900 -5.06270 -0.97780  0.406
H9 4.58830 -4.73300 0.16660  0.177
H10 7.23290 -6.10280 0.81620  0.339
H11 5.60760 -6.79520 0.82500  0.403
H12 6.05260 -5.59300 2.03170  0.285
H13 4.43440 -2.96380 3.56740  0.617
H14 1.99010 -3.34430 3.88370  0.384
H15 0.49950 -3.48610 1.90080  0.507
H16 3.64840 -2.46910 -0.62180  0.573
F1 0.11210 1.51820 4.12130  -0.377
Te1 -0.06920 -0.08080 3.08070  1.753
F2 -1.70830 -0.13090 4.15550  -0.439
F3 0.54170 1.33200 1.75170  -0.495
F4 0.40430 -1.22840 4.56310  -0.424
F5 1.85530 -0.23090 2.96660  -0.425
O2 -0.54590 -1.36890 2.00970  -0.783
C12 0.32240 -6.89110 -8.99970  -1.238
C13 -0.04850 -6.14760 -7.75840  0.897
O3 -0.96080 -6.37700 -7.02070  -0.492
S1 1.09170 -4.79000 -7.47020  -0.319
C14 0.85020 -4.35070 -5.76910  0.598
C15 0.60030 -5.32040 -4.80590  -0.445
C16 0.55550 -4.97210 -3.47300  -0.768
C17 0.82010 -3.65590 -3.08460  0.760
C18 1.05000 -2.67850 -4.06220  -0.585
C19 1.05420 -3.02570 -5.39800  -0.698
C20 1.01460 -3.33720 -1.72620  -0.033
C21 1.31350 -3.15240 -0.56420  -0.651
H17 -0.18630 -7.85060 -9.01570  0.334
H18 1.39840 -7.03720 -9.04720  0.345
H19 0.02460 -6.30970 -9.86950  0.327
H20 0.45610 -6.34760 -5.09330  0.444
H21 0.35450 -5.72720 -2.72830  0.498
H22 1.21060 -1.65210 -3.76820  0.483
H23 1.23830 -2.27210 -6.15040  0.457
C22 -2.80090 -2.89230 -5.29480  -1.487
C23 -2.35280 -2.17390 -4.03640  0.818
O4 -2.54910 -0.77860 -4.22060  -0.160
P1 -1.87220 0.24190 -3.17350  -0.239
O5 -0.49970 -0.21090 -2.80990  -0.493
Te2 -2.27940 2.40470 -3.97370  -0.316
O6 -2.75180 -0.06800 -1.79640  0.141
C24 -4.14530 0.17380 -1.90420  -0.302
C25 -4.78520 0.18940 -0.52830  -1.011
H24 -2.59880 -3.95760 -5.20850  0.373
H25 -2.26070 -2.49120 -6.14930  0.295
H26 -3.86500 -2.74060 -5.46130  0.423
H27 -1.29320 -2.35360 -3.83910  -0.519
H28 -2.92280 -2.50880 -3.16240  0.246
H29 -4.58940 -0.61030 -2.52810  0.224
H30 -4.29880 1.13760 -2.41260  0.252
H31 -4.55330 -0.73460 -0.00100  0.266
H32 -5.86320 0.27940 -0.63970  0.425
H33 -4.40780 1.02860 0.05210  0.088

Summary:
Kohn-Sham gap: 4.42 eV
Lowest unoccupied orbital energy: -2.146 eV
HOMO level: -6.6 eV
ΔE to the lowest compared entry with this formula, charge and spin: 4.938 eV
2S+1: 1

=====

no.,energy (eV),maximum force (eV/Å)
1,-8932.465,2.43
2,-109869.148,0.22
3,-58945.652,1.86
4,-120240.993,6.07